Here is an isolated molecule of C13H14NP from OMol25. Energies are from ωB97M-V with the def2-TZVPD basis set.

```
29
Properties=species:S:1:pos:R:3:forces:R:3
C -0.974263 0.620678 -3.365238 0.9 -0.9 1.6
C -2.009740 -0.228205 -3.035128 -2.5 1.3 0.3
C -0.055451 0.927053 -2.330943 -1.0 -0.9 0.1
C -2.290850 -0.530296 -1.684509 1.3 -1.0 -1.0
C -0.192794 0.442577 -0.997585 -0.5 0.6 -1.8
C -1.379729 -0.339412 -0.646976 1.9 2.0 -1.7
C 2.118557 1.187271 -0.013688 -2.5 -0.3 -1.9
C 0.793508 1.262866 2.528858 -1.2 -1.2 2.0
C 0.746835 0.892437 0.036135 2.7 -0.2 0.4
C 0.325679 0.821912 1.382126 -1.3 0.1 1.4
C 2.884125 1.460334 1.280071 3.4 -0.2 -1.6
C 2.115099 1.986232 2.487816 0.0 -0.6 0.2
C -1.267671 -3.517312 0.496782 -5.5 3.3 1.3
N -1.643428 -0.674516 0.625912 -0.1 1.0 0.8
P -1.120601 -1.877511 1.607808 0.1 -2.5 -0.2
H -0.816287 0.945587 -4.369488 0.1 0.3 -0.4
H -2.908071 -0.329000 -3.722368 1.5 -0.4 0.6
H 0.744697 1.583047 -2.616675 0.4 0.2 0.4
H -3.097136 -1.187546 -1.508209 -1.1 -0.3 0.4
H 2.552568 1.112428 -1.089167 -0.1 0.3 2.3
H 0.267641 1.145521 3.560702 0.8 0.1 -2.1
H 3.449388 0.447628 1.453491 -1.1 1.6 0.3
H 3.788432 2.170378 1.041102 -1.7 -1.1 0.4
H 1.765850 3.003014 2.360038 0.7 0.7 -0.1
H 2.720613 1.896752 3.437490 -0.7 0.1 -1.1
H -0.364401 -3.534107 0.087464 3.5 -1.0 -2.2
H -2.149440 -3.140744 -0.215861 2.2 -1.3 1.1
H -1.637629 -4.346725 1.109840 0.5 0.2 -0.2
H -2.365500 -2.200339 2.100199 -0.8 0.2 0.9
```
Positions in Å, forces in eV/Å.

Output
net charge	0
LUMO energy (alpha / beta)	-0.96 / 0.08	eV
ΔE to the lowest compared entry with this formula, charge and spin	441.3	kJ/mol
Kohn-Sham gap (alpha / beta)	6.7 / 7.8	eV

Atom-resolved charges from natural (NBO), all expressed in e:
1. C -0.247
2. C -0.189
3. C -0.163
4. C -0.239
5. C -0.081
6. C 0.126
7. C -0.130
8. C -0.310
9. C -0.192
10. C 0.215
11. C -0.448
12. C -0.430
13. C -0.863
14. N -0.649
15. P 0.806
16. H 0.216
17. H 0.215
18. H 0.209
19. H 0.208
20. H 0.222
21. H 0.238
22. H 0.225
23. H 0.230
24. H 0.217
25. H 0.229
26. H 0.202
27. H 0.217
28. H 0.232
29. H -0.068

Here is an isolated molecule of C13H14O from OMol25. Energies are from ωB97M-V with the def2-TZVPD basis set.

```
28
Properties=species:S:1:pos:R:3:forces:R:3
C -3.185361 0.009949 1.723920 -1.9 0.6 2.5
C -3.236985 -1.043679 0.672911 3.8 -0.6 -2.6
C -2.493647 -0.479178 -0.683529 -1.7 -0.3 1.5
O -3.236214 0.636241 -1.242458 -2.8 -3.0 -2.6
C -1.104735 -0.075864 -0.344984 1.9 1.8 -0.8
C -0.753698 1.351953 -0.145391 -0.6 -3.5 0.0
C 0.532861 1.708717 0.030742 0.0 0.5 -0.1
C 1.616276 0.814471 0.002548 2.0 -1.1 -1.0
C 3.041456 1.141551 0.139828 -3.8 0.7 0.2
C 3.964651 0.208100 0.317169 2.7 1.0 1.2
C 3.732785 -1.115632 0.141823 -1.7 -2.4 -0.6
C 2.440720 -1.446308 -0.256392 0.1 -1.4 0.2
C 1.340043 -0.557218 -0.271380 -0.3 1.5 0.8
C -0.053083 -0.939821 -0.411487 1.5 -0.7 0.2
H -3.867125 0.817928 1.298025 0.8 -0.7 1.1
H -2.262896 0.515144 2.137332 -0.6 -1.0 -1.1
H -3.670091 -0.497864 2.666432 0.6 1.4 -1.5
H -4.255292 -1.217028 0.380150 -0.5 -0.5 0.1
H -2.627750 -2.011063 0.869400 -1.3 1.4 0.1
H -2.539011 -1.220891 -1.476848 0.6 -0.6 0.3
H -3.933563 0.056119 -1.909925 2.8 3.1 2.9
H -1.603826 1.965510 -0.059444 -0.5 1.3 -0.1
H 0.742375 2.733113 0.159493 0.3 1.2 0.3
H 3.391666 2.118851 0.296730 -0.2 1.5 0.1
H 4.897641 0.601503 0.741457 0.0 -0.5 -0.6
H 4.471716 -1.908110 0.343757 -0.4 0.6 -0.3
H 2.218735 -2.489320 -0.486780 0.0 0.1 0.1
H -0.120566 -2.016068 -0.514783 -0.8 -0.1 -0.3
```
Positions in Å, forces in eV/Å.

Output
SMILES	CC[C@@H](O)c1ccc2ccccc2c1
net charge	0
LUMO energy	0.59	eV
ΔE to the lowest compared entry with this formula, charge and spin	189.0	kJ/mol
Kohn-Sham gap	8.8	eV

Atom-resolved charges from natural (NBO), all expressed in e:
1. C -0.648
2. C -0.404
3. C 0.080
4. O -0.720
5. C -0.046
6. C -0.176
7. C -0.232
8. C 0.041
9. C -0.206
10. C -0.224
11. C -0.221
12. C -0.167
13. C -0.089
14. C -0.184
15. H 0.222
16. H 0.231
17. H 0.213
18. H 0.206
19. H 0.203
20. H 0.173
21. H 0.470
22. H 0.225
23. H 0.209
24. H 0.205
25. H 0.211
26. H 0.223
27. H 0.201
28. H 0.202

Here is an isolated molecule of C13H14O from OMol25. Energies are from ωB97M-V with the def2-TZVPD basis set.

```
28
Properties=species:S:1:pos:R:3:forces:R:3
C 1.898871 -0.173828 -3.137889 1.9 1.4 1.6
C 0.632101 -0.501310 -3.603226 1.0 -0.1 -0.1
C 2.071689 0.387281 -1.840836 2.0 -0.3 -0.9
C -0.443696 -0.362993 -2.736609 0.6 0.6 1.2
C 1.012024 0.414515 -0.939744 -1.8 1.1 2.3
C -0.291076 0.101082 -1.441856 0.5 -1.0 -0.4
C 1.162296 0.840995 0.399910 -0.4 -2.4 -1.5
C 2.010874 1.590152 1.097023 0.9 1.2 0.5
C -0.561508 -1.557420 0.935962 -0.1 -2.4 0.7
C -0.366471 -0.257308 1.539038 2.0 2.4 -0.6
C -1.501645 -0.357329 0.633624 0.2 0.7 -1.0
C -0.267964 0.295880 2.921489 -0.4 -1.7 -2.3
C -2.918349 -0.078096 1.122919 0.9 -2.2 -1.4
O -1.408684 0.221212 -0.667625 -0.4 -0.3 -0.1
H 2.837271 -0.263109 -3.756849 -1.3 -0.1 0.6
H 0.643267 -0.886752 -4.602281 -0.8 -0.2 -0.3
H 3.049563 0.654131 -1.331699 -1.0 -0.4 -1.4
H -1.440513 -0.600517 -2.910696 -1.5 -0.5 -1.1
H 2.047354 1.853351 2.109353 -0.9 -0.4 1.8
H 2.851143 2.186767 0.753113 0.1 -0.3 -1.4
H 0.049424 -2.040792 0.070938 -0.8 1.5 1.3
H -0.858714 -2.394871 1.673095 0.1 1.3 -1.2
H -0.998885 -0.166772 3.470456 -2.6 -0.7 1.6
H -0.233682 1.309760 3.087839 -0.5 2.5 -0.4
H 0.538550 -0.044696 3.430128 3.1 -1.3 1.1
H -2.965825 -0.579033 2.072072 -0.6 -0.3 0.5
H -3.616830 -0.564682 0.337539 0.7 1.4 1.5
H -2.930582 0.974386 1.314812 -0.8 0.7 -0.4
```
Positions in Å, forces in eV/Å.

Output
spin multiplicity	3
net charge	0
LUMO energy (alpha / beta)	0.57 / -3.03	eV
ΔE to the lowest compared entry with this formula, charge and spin	391.1	kJ/mol
Kohn-Sham gap (alpha / beta)	5.0 / 4.9	eV

Atom-resolved charges from natural (NBO), all expressed in e:
1. C -0.174
2. C -0.287
3. C -0.257
4. C -0.251
5. C -0.225
6. C 0.297
7. C 0.198
8. C -0.546
9. C -0.477
10. C 0.071
11. C 0.237
12. C -0.655
13. C -0.618
14. O -0.476
15. H 0.217
16. H 0.217
17. H 0.212
18. H 0.219
19. H 0.218
20. H 0.229
21. H 0.274
22. H 0.223
23. H 0.219
24. H 0.229
25. H 0.227
26. H 0.208
27. H 0.239
28. H 0.231

Here is an isolated molecule of C13H14O3 from OMol25. Energies are from ωB97M-V with the def2-TZVPD basis set.

```
30
Properties=species:S:1:pos:R:3:forces:R:3
C -2.609310 -0.588602 1.269957 0.1 0.1 0.1
C -1.354381 0.206834 0.894112 -0.1 -0.3 0.4
C -1.802720 1.511665 0.255594 0.2 0.0 -0.1
O -2.284237 2.441463 0.843197 -0.1 0.1 0.1
C -1.560500 1.435114 -1.235597 -0.1 0.1 -0.3
C -1.140556 -0.006001 -1.499831 0.1 0.1 -0.1
C -0.475972 -0.458051 -0.189588 0.0 -0.2 0.0
C -0.393382 -1.970000 -0.083337 -0.1 -0.1 0.2
O -0.386255 -2.606369 0.936029 0.0 -0.1 0.2
O -0.261401 -2.546948 -1.283340 0.0 -0.1 -0.6
C 0.973401 -0.007745 -0.017815 0.1 0.2 -0.1
C 1.676312 0.700882 -0.982059 -0.1 0.0 0.0
C 2.984996 1.093854 -0.753296 0.1 0.1 0.0
C 3.616289 0.777523 0.435142 0.1 0.0 -0.1
C 2.929756 0.055941 1.396832 0.0 0.0 0.0
C 1.622659 -0.332207 1.171363 0.1 0.1 0.0
H -3.193655 -0.839768 0.387378 -0.1 -0.1 -0.1
H -2.334196 -1.505873 1.782516 0.0 0.0 0.0
H -3.226540 0.013481 1.932736 -0.1 0.0 0.0
H -0.794546 0.414067 1.808090 0.0 0.0 -0.1
H -0.763538 2.142920 -1.473672 0.0 0.0 0.0
H -2.447242 1.741928 -1.789512 0.0 0.1 0.0
H -2.021903 -0.624671 -1.676172 0.0 0.0 0.0
H -0.488796 -0.121703 -2.362069 0.0 -0.1 0.0
H -0.152062 -3.506101 -1.182819 0.0 0.2 0.3
H 1.223354 0.960397 -1.925132 -0.1 0.0 -0.1
H 3.511287 1.651176 -1.514316 0.0 0.0 -0.1
H 4.636294 1.085609 0.609034 0.1 0.0 0.0
H 3.413056 -0.207671 2.325716 0.0 0.0 0.1
H 1.103800 -0.911135 1.920845 -0.1 0.0 0.1
```
Positions in Å, forces in eV/Å.

Output
SMILES	C[C@@H]1C(=O)CC[C@@]1(C(=O)O)c1ccccc1
net charge	0
LUMO energy	0.61	eV
ΔE to the lowest compared entry with this formula, charge and spin	0.0	kJ/mol
Kohn-Sham gap	9.9	eV

Atom-resolved charges from natural (NBO), all expressed in e:
1. C -0.608
2. C -0.308
3. C 0.623
4. O -0.526
5. C -0.538
6. C -0.394
7. C -0.192
8. C 0.832
9. O -0.603
10. O -0.685
11. C -0.031
12. C -0.211
13. C -0.203
14. C -0.208
15. C -0.219
16. C -0.152
17. H 0.199
18. H 0.239
19. H 0.229
20. H 0.243
21. H 0.243
22. H 0.243
23. H 0.220
24. H 0.229
25. H 0.502
26. H 0.210
27. H 0.214
28. H 0.215
29. H 0.215
30. H 0.222